# 1
DFT (ωB97M-V/def2-TZVPD) results for 2 unconnected molecules or ions with the total composition C39H52N2O4.

Structure (ORCA input):
```
! RIJCOSX wB97M-V def2-TZVPD def2/J DEFGRID3
* xyz 0 1
C 0.10 1.26 0.01
O 3.81 -0.78 2.34
H -1.91 1.06 0.67
C 4.58 -3.63 1.60
H -6.47 -2.54 -1.07
H 0.80 -2.68 3.17
O 1.09 2.11 2.98
H -0.96 2.82 1.94
C 3.89 1.36 0.71
H -3.44 0.30 1.42
C -3.69 -0.69 -0.53
C 2.77 5.72 2.05
H -2.21 -3.45 0.14
C 2.22 4.46 2.67
C 4.40 0.48 -0.46
H -6.12 1.11 0.43
C -1.06 0.52 0.24
H -3.80 -0.16 -2.63
H 3.75 2.38 0.33
H 3.84 5.81 2.26
C -1.32 -1.27 -3.58
C 0.20 4.84 -1.16
C 0.62 3.53 -0.98
C -3.79 -1.81 -4.79
C -5.04 1.21 0.22
H 3.27 -2.00 -0.32
C -5.92 -1.62 -1.35
H 0.96 0.80 -0.49
C 5.09 -0.86 -0.12
C 1.99 2.17 2.15
C -1.67 -3.17 -1.96
C -0.73 5.39 -0.26
H 5.13 -2.87 2.18
H 4.35 -4.28 -0.41
H 5.34 -0.89 0.94
C -1.08 4.70 0.91
C -4.78 1.34 -1.31
H 6.05 -0.87 -0.66
H 3.64 0.36 -1.24
H 5.21 1.10 -0.89
C -3.00 -0.75 -5.25
C 3.10 -3.57 1.95
H 0.69 -0.41 2.81
H -1.68 5.16 1.71
H 2.55 -2.94 1.24
C -1.22 -0.83 -0.08
H -1.13 0.31 -5.03
H -6.36 -0.75 -0.86
H 5.93 -3.58 -0.08
H -0.33 -1.46 -0.16
H -1.17 6.37 -0.44
N -4.56 -1.78 -0.90
H -4.53 2.37 -1.60
H 1.37 3.08 -1.64
H -2.68 0.86 -1.70
C 1.65 -0.69 3.26
C -2.49 -2.83 -0.72
H 0.57 5.41 -2.02
H -3.35 -0.14 -6.09
H 1.50 -2.24 4.72
C -4.25 0.01 0.75
C 0.04 2.72 0.03
C 2.64 1.02 1.49
H -5.69 1.06 -1.85
C 2.73 -0.16 2.33
C -1.77 -0.49 -4.65
H 2.67 -4.58 1.83
H 2.76 4.23 3.60
H 1.15 4.51 2.87
C -2.10 -2.34 -3.13
H -1.84 -4.23 -2.18
C 1.66 -2.20 3.64
C -3.31 -2.64 -3.78
H 2.64 5.75 0.96
H 4.97 -4.60 1.94
H 4.42 -2.25 -1.63
O -4.55 -4.08 -1.19
H 3.78 -2.67 3.82
H -0.60 -3.02 -1.74
C -0.71 3.37 1.04
C -3.66 0.36 -1.66
H -5.95 -1.49 -2.45
H 2.69 -4.02 3.98
C 4.85 -3.46 0.11
H 1.74 -0.08 4.19
C -3.97 -3.01 -0.98
H -0.37 -1.05 -3.08
H 4.73 1.41 1.43
C 4.34 -2.14 -0.53
H -4.71 2.14 0.71
H -4.89 -0.71 1.28
H 2.27 6.58 2.50
H -3.87 -3.54 -3.50
H -4.76 -2.02 -5.24
C 2.87 -3.11 3.40
O 2.48 3.38 1.74
N -2.41 -1.42 -0.33
*
```

The value obtained for the max |F| is 0.031 hartree/bohr. As for the gap between HOMO and LUMO: 4.9 eV. The calculation puts the energy above the lowest of the compared OMol25 structures with the same formula, charge and spin at 38.3 kcal/mol. The value obtained for the energy is -1927.6805 hartree.



# 2
DFT (ωB97M-V/def2-TZVPD) results for a molecular structure, C39H53AlF4KNO14SSi.

Structure (ORCA input):
```
! RIJCOSX wB97M-V def2-TZVPD def2/J DEFGRID3
* xyz 2 1
H 8.04 0.57 -0.34
H -6.08 0.91 -0.79
H -11.90 6.55 -0.15
C -6.58 -1.06 -1.44
H 10.56 0.41 4.47
H -5.15 -3.93 -0.29
C 10.61 -2.09 5.84
C 9.85 -0.79 6.14
Al -5.48 0.78 2.11
H -0.47 0.22 -3.94
H 7.50 -2.11 2.09
C 7.10 0.39 0.29
H -2.84 4.35 6.56
O -2.13 -0.89 -2.15
H 1.11 -2.51 2.16
C -5.85 -0.15 -0.69
H -6.88 -3.10 -1.90
C 3.61 -2.82 -2.11
H -3.83 -2.30 1.00
H -11.87 1.29 -0.89
H 6.27 1.20 0.05
H 3.52 -1.33 -4.28
H -2.95 4.76 3.38
H -2.57 1.67 0.63
H -0.33 -1.23 3.69
O -11.35 5.79 0.05
H -7.33 -0.69 -2.13
O -11.80 0.92 -2.89
H 3.44 -2.42 0.07
H 7.62 -3.20 -1.33
C 1.23 -1.84 -1.85
O -10.12 -0.36 -3.69
H -11.71 0.18 -7.01
Si 6.47 -1.41 -0.06
O -4.07 0.30 0.94
C 5.13 0.26 -6.44
F 5.95 2.09 1.12
C 0.21 -1.05 -2.36
C -0.92 -1.01 -0.09
H 3.28 -3.87 -2.13
H 5.27 3.14 3.33
H 7.67 -1.64 -2.21
H -2.94 0.71 -0.80
H 1.70 0.07 -5.17
C 1.57 -0.46 -4.23
H -8.70 4.45 -2.11
C -5.34 -2.87 -0.41
C -1.50 -0.33 2.14
C -2.27 3.68 5.91
C -1.07 -0.97 -1.58
O 1.36 -3.69 -0.33
C -4.60 -1.96 0.32
H 9.08 -3.11 4.68
O 5.60 -1.90 -5.04
H 11.67 -1.87 5.70
H 5.70 -2.17 2.21
O 5.00 -1.38 -0.78
C 2.59 -1.24 -3.73
H -4.37 4.89 4.44
H 7.44 0.45 1.33
H 4.76 -3.43 -0.44
H -1.91 2.84 6.50
F 3.81 0.21 -6.17
F 5.47 1.54 -6.56
O 9.61 -1.31 3.84
H 10.51 -2.84 6.62
C 0.31 -1.89 1.78
N -8.21 1.79 -0.50
C -4.87 -0.62 0.16
C 0.10 -1.83 0.41
H 10.67 -3.08 3.89
O -11.73 0.53 -5.01
H -10.24 1.14 -1.54
H 8.79 -1.95 -0.84
C -11.25 0.74 -1.58
O -3.37 1.98 4.66
K 7.97 1.89 -1.34
C -8.45 2.89 -0.74
H 8.87 -1.02 6.57
S 6.08 -0.54 -5.09
H 8.79 0.41 4.65
C 9.69 -0.20 4.75
C 6.57 -2.33 1.56
C -6.31 -2.41 -1.30
H -4.35 3.71 3.12
H 10.37 -0.13 6.82
H -9.82 4.48 -0.73
O 4.60 3.34 3.99
H 4.41 -2.71 -2.85
C 0.36 -0.37 -3.56
C -1.72 -0.26 0.76
O 7.47 -0.41 -5.47
F 5.34 -0.35 -7.59
C 7.79 -2.12 -1.24
C 4.18 -2.55 -0.72
C -2.82 0.66 0.28
H -11.10 -1.17 -6.03
H 4.03 3.98 3.55
C -3.74 4.20 3.87
C 9.98 -2.51 4.52
H -1.42 4.21 5.50
C -8.79 4.28 -1.04
H -11.87 5.28 0.69
H -2.11 0.24 2.83
H -11.25 -0.31 -1.30
C -0.50 -1.15 2.62
O 5.74 0.22 -3.89
C -3.15 3.17 4.80
H 6.57 -3.40 1.34
C -11.11 -0.09 -6.14
H -10.10 0.29 -6.27
C 0.95 -2.58 -0.58
C 2.45 -1.97 -2.53
C -11.12 0.29 -3.85
H -8.12 4.94 -0.50
*
```

The value obtained for the max |F| is 0.131 hartree/bohr. As for the gap between HOMO and LUMO: 2.1 eV. The calculation puts the energy above the lowest of the compared OMol25 structures with the same formula, charge and spin at 0.0 kcal/mol. The value obtained for the energy is -4554.7833 hartree.